No. 1
The molecule C4H10BrNO3P2. Source: the OMol25 dataset; level of theory: ωB97M-V/def2-TZVPD.

Properties
- M: 262.0 g/mol
- SMILES string: NP(O)[C@H]1CC[C@H](P(O)Br)O1
- Multiplicity: 1
- Total energy: -100564.3525 eV

Element x y z (Å)
N -1.59798 -1.92308 2.42771
P -1.01642 -2.35612 0.89094
O -2.32464 -1.90000 0.00323
C 0.10299 -0.94158 0.40941
C 1.04022 -1.16933 -0.76559
C 1.55932 0.24957 -0.96123
C 0.27901 1.07186 -0.76033
P 0.42023 2.64235 0.23419
O -0.65763 3.60716 -0.55292
Br 2.26539 3.47620 -0.71410
O -0.62417 0.22399 -0.00667
H -1.80283 -0.93717 2.55897
H -1.00315 -2.25351 3.17719
H -2.13520 -1.13659 -0.55859
H 0.69105 -0.69276 1.30667
H 0.43031 -1.45703 -1.62842
H 1.80231 -1.92918 -0.60732
H 2.03616 0.44749 -1.91772
H 2.27810 0.48841 -0.17297
H -0.22111 1.29922 -1.70750
H -1.52197 3.19011 -0.65494

No. 2
A structure of composition C4H10ClN. Source: the OMol25 dataset; level of theory: ωB97M-V/def2-TZVPD.

Properties
- M: 107.6 g/mol
- Multiplicity: 1
- Total energy: -18319.5724 eV

Element x y z (Å)
C -1.11235 1.98416 0.23867
C -0.82186 0.44770 0.01643
C 0.64628 0.31285 -0.04282
C 1.03374 -1.15981 0.24124
H -0.78716 2.43401 1.09353
H -0.90936 2.56957 -0.74066
H -2.28806 1.89738 0.41932
H -1.36531 -0.09175 0.83887
H 0.98357 0.73792 -1.06846
H 1.37429 1.00701 0.50055
H 0.64341 -1.32648 1.20476
H 2.11779 -1.21282 0.40920
H 1.03244 -2.50541 -1.35938
H 0.59254 -3.00376 0.29508
N 0.29516 -2.10482 -0.38213
Cl -1.43512 0.01426 -1.66416

No. 3
A structure of composition C4H10ClN. Source: the OMol25 dataset; level of theory: ωB97M-V/def2-TZVPD.

Properties
- M: 107.6 g/mol
- Multiplicity: 1
- Total energy: -18316.2911 eV

Element x y z (Å)
C -0.93357 -1.75914 0.28803
C 0.16592 0.31517 -0.39253
C -0.70456 1.61058 -0.07453
C 1.23685 0.39096 0.39311
H -2.23736 -1.62117 0.48615
H -0.89916 -2.90557 -0.21208
H -0.40039 -1.44695 1.47578
H 0.14527 -1.51413 -1.35786
H 0.72713 0.63518 -1.43694
H -1.09565 2.43946 -1.22288
H -1.45244 1.13896 0.78022
H 0.29050 2.33408 0.33596
H 1.67818 1.41371 0.31663
H 1.32351 0.36283 1.54676
N -0.49551 -0.89235 -0.74578
Cl 2.65128 -0.50163 -0.18004

No. 4
The molecule C4H10ClN. Source: the OMol25 dataset; level of theory: ωB97M-V/def2-TZVPD.

Properties
- M: 107.6 g/mol
- SMILES string: CC[C@@](C)(N)Cl
- Multiplicity: 1
- Total energy: -18322.0336 eV

Element x y z (Å)
C -0.85318 -1.88726 0.15796
C 0.36791 1.87782 -0.52896
C -0.93870 -0.38154 -0.20226
C 0.30493 0.42696 -0.08153
N 0.96033 0.28158 1.35550
Cl 1.41991 -0.35380 -1.31387
H -0.13352 -2.43426 -0.49796
H -1.78981 -2.35882 -0.05193
H -0.63230 -2.18783 1.20385
H -0.45698 2.53721 -0.23398
H 1.27052 2.43782 -0.20987
H 0.40036 2.02132 -1.53831
H -1.76342 0.02529 0.55201
H -1.33350 -0.39145 -1.30202
H 1.36239 -0.59834 1.39419
H 1.81505 0.98529 1.29715